(1)
Below is a structure of composition C5H13N2O, with properties calculated with ωB97M-V/def2-TZVPD.

## Properties
Spin multiplicity   1
Total charge   +1

XYZ file:
```
21
Properties=species:S:1:pos:R:3:mulliken_charge:R:1
N -2.28 0.87 -1.06 -0.438
C -2.14 0.13 0.22 -0.230
C -0.79 -0.55 0.27 0.365
N 0.26 0.05 -0.43 -0.109
C 2.51 0.05 -1.61 -1.286
C 1.58 -0.51 -0.45 0.439
C 2.17 0.04 0.88 -1.147
O -0.68 -1.46 1.07 -0.351
H -3.17 3.82 5.17 0.005
H -3.17 1.15 -1.44 0.244
H -3.02 4.39 4.64 -0.005
H -2.34 0.78 1.05 0.289
H -2.90 -0.67 0.21 0.332
H -1.59 1.60 -1.12 0.237
H 2.99 1.00 -1.34 0.327
H 3.31 -0.63 -1.90 0.384
H 1.92 0.13 -2.53 0.381
H 1.48 -1.57 -0.66 0.398
H 3.23 -0.25 0.93 0.359
H 2.20 1.12 0.80 0.417
H 1.49 -0.35 1.68 0.388
```

(2)
Below is the ion C5H13N2O with charge +1, with properties calculated with ωB97M-V/def2-TZVPD.

## Properties
Spin multiplicity   1
Total charge   +1

XYZ file:
```
21
Properties=species:S:1:pos:R:3:mulliken_charge:R:1
C 0.78 1.17 -1.04 -1.448
C 0.70 0.44 0.28 0.280
C 2.04 -0.21 0.71 -1.289
C -0.46 -0.46 0.44 -0.113
N -0.32 -1.70 -0.55 -0.286
C -1.88 -0.04 0.15 0.327
N -2.26 1.18 0.60 -0.320
O -2.67 -0.79 -0.37 -0.640
H 1.13 2.20 -1.03 0.355
H -0.16 1.12 -1.60 0.348
H 1.49 0.67 -1.71 0.431
H 0.58 1.09 1.17 0.389
H 2.88 0.08 0.08 0.369
H 2.32 -0.06 1.75 0.365
H 2.02 -1.30 0.57 0.315
H -0.46 -0.91 1.44 0.455
H -1.17 -1.71 -1.14 0.360
H -0.17 -2.62 -0.13 0.320
H 0.53 -1.48 -1.08 0.315
H -1.70 1.93 0.95 0.195
H -3.23 1.40 0.51 0.272
```

(3)
Below is a cluster of 3 separate species, C5H13N2O in total, with properties calculated with ωB97M-V/def2-TZVPD.

## Properties
Spin multiplicity   1
Total charge   +1

XYZ file:
```
21
Properties=species:S:1:pos:R:3:mulliken_charge:R:1
N 1.39 -1.82 1.67 -0.563
C 0.48 0.10 -2.02 0.122
C -0.42 0.86 -2.99 -1.209
C 0.77 -1.17 -2.24 -0.868
N -1.30 -0.60 1.56 -0.267
C -1.58 0.71 1.44 -0.182
C 0.03 1.08 1.60 -0.062
O 0.62 1.36 0.66 -0.215
H 2.05 -1.30 2.23 0.252
H 1.14 -2.68 2.13 0.272
H 0.58 -1.32 1.32 0.326
H 0.81 0.62 -1.13 0.490
H -0.13 0.63 -4.01 0.414
H -1.45 0.57 -2.78 0.257
H -0.36 1.94 -2.84 0.314
H 0.42 -1.61 -3.18 0.253
H 1.31 -1.85 -1.59 0.318
H -1.94 -1.06 2.23 0.264
H -2.13 1.27 2.20 0.392
H -1.73 1.03 0.40 0.246
H 0.33 1.14 2.66 0.444
```

Energy ordering: (2) at the bottom, the next structure 154.2 kcal/mol above.

(1)
Below is an isolated molecule of C5H5BrN4S2, with properties calculated with ωB97M-V/def2-TZVPD.

## Properties
Spin multiplicity   1
Total charge   0

XYZ file:
```
17
Properties=species:S:1:pos:R:3:mulliken_charge:R:1
C 0.28 -1.88 0.11 -0.068
C -0.07 -0.04 1.63 0.473
C -0.98 0.38 2.49 -0.960
C 0.02 -1.43 -1.30 -0.017
C 0.43 0.01 -1.44 -0.206
N 0.25 -1.25 1.16 -0.412
N -0.33 0.83 -0.93 -0.401
N 0.68 2.37 0.26 -0.359
N 0.16 2.13 -0.87 0.489
S -0.24 3.24 -1.96 -0.269
S 1.22 1.32 1.34 -0.021
Br 0.83 -2.50 -2.66 -0.080
H 0.39 -2.94 0.35 0.420
H -0.99 1.34 2.78 0.318
H -1.74 -0.23 2.79 0.341
H -1.09 -1.53 -1.56 0.315
H 1.19 0.19 -2.18 0.436
```

(2)
Below is an isolated molecule of C5H5BrN4S2, with properties calculated with ωB97M-V/def2-TZVPD.

## Properties
Spin multiplicity   1
Total charge   0

XYZ file:
```
17
Properties=species:S:1:pos:R:3:mulliken_charge:R:1
C 0.75 1.78 0.36 -0.168
C 0.38 1.08 1.51 0.430
C -0.45 0.45 -1.16 0.595
C -0.38 -0.01 1.55 -0.789
C -0.98 0.26 -2.45 -1.054
N 0.34 1.38 -0.90 -0.451
N 1.09 -1.87 1.13 0.142
N -0.77 -2.02 -0.12 -0.383
N 0.28 -2.39 0.38 0.127
S 2.31 -2.32 2.03 -0.216
S -1.32 -0.51 0.15 0.151
Br 1.13 1.47 3.21 -0.116
H 1.55 2.52 0.47 0.357
H -0.69 -0.55 2.44 0.478
H -2.01 0.46 -2.40 0.326
H -0.74 -0.75 -2.87 0.310
H -0.51 1.01 -3.33 0.261
```

Energy ordering: (1) at the bottom, the next structure 19.5 kcal/mol above.